C18H44N2O5 | ωB97M-V with the def2-TZVPD basis set

Each atom is followed by the atoms it is bonded to, with distances in Å.
Positions of all 69 atoms, in Å:
1 O -0.519 2.469 -2.402  H2 0.972, H3 0.964
2 H -1.253 2.942 -1.974  O1 0.972
3 H -0.811 1.551 -2.435  O1 0.964
4 O 2.262 1.736 -3.154  H5 0.972, H6 0.961
5 H 1.332 1.963 -2.987  O4 0.972
6 H 2.729 2.066 -2.381  O4 0.961
7 O -2.750 3.179 -0.489  H8 0.962, H9 0.976
8 H -3.693 3.004 -0.417  O7 0.962
9 H -2.412 3.116 0.424  O7 0.976
10 C -1.541 0.683 1.145  C11 1.530, H21 1.093, H22 1.094, H23 1.082
11 C -1.014 1.630 2.225  C10 1.530, C12 1.528, N16 1.470, C20 1.526
12 C 0.172 2.381 1.621  C11 1.528, C13 1.519, H24 1.095, H25 1.096
13 C 0.632 3.566 2.451  C12 1.519, C14 1.542, H26 1.085, H27 1.096
14 C -0.553 4.520 2.706  C13 1.542, C15 1.528, H28 1.095, H29 1.091
15 C -1.798 3.847 3.281  C14 1.528, N16 1.455, C18 1.565, C19 1.547
16 N -2.050 2.627 2.530  C11 1.470, C15 1.455, O17 1.442
17 O -3.207 1.955 3.068  N16 1.442, H39 0.963
18 C -1.672 3.661 4.829  C15 1.565, H30 1.083, H31 1.087, H32 1.089
19 C -2.959 4.830 2.998  C15 1.547, H33 1.090, H34 1.092, H35 1.094
20 C -0.488 0.851 3.427  C11 1.526, H36 1.085, H37 1.096, H38 1.093
21 H -2.557 0.337 1.354  C10 1.093
22 H -1.001 -0.266 1.201  C10 1.094
23 H -1.431 1.106 0.155  C10 1.082
24 H 1.014 1.693 1.493  C12 1.095
25 H -0.069 2.742 0.614  C12 1.096
26 H 1.460 4.088 1.984  C13 1.085
27 H 0.898 3.185 3.444  C13 1.096
28 H -0.835 5.021 1.774  C14 1.095
29 H -0.185 5.267 3.411  C14 1.091
30 H -2.635 3.781 5.311  C18 1.083
31 H -1.283 2.671 5.054  C18 1.087
32 H -0.933 4.357 5.222  C18 1.089
33 H -2.611 5.863 3.001  C19 1.090
34 H -3.435 4.582 2.047  C19 1.092
35 H -3.742 4.807 3.763  C19 1.094
36 H 0.069 1.457 4.133  C20 1.085
37 H 0.185 0.077 3.042  C20 1.096
38 H -1.250 0.282 3.966  C20 1.093
39 H -3.945 2.299 2.554  O17 0.963
40 C -0.244 -4.457 -3.547  C41 1.540, H51 1.090, H52 1.088, H53 1.090
41 C 1.163 -3.830 -3.510  C40 1.540, C42 1.526, N46 1.456, C50 1.534
42 C 1.026 -2.315 -3.641  C41 1.526, C43 1.532, H54 1.093, H55 1.099
43 C 0.755 -1.603 -2.312  C42 1.532, C44 1.509, H56 1.096, H57 1.097
44 C 1.751 -2.006 -1.253  C43 1.509, C45 1.519, H58 1.093, H59 1.096
45 C 1.825 -3.507 -1.028  C44 1.519, N46 1.444, C48 1.527, C49 1.532
46 N 1.910 -4.172 -2.307  C41 1.456, C45 1.444, O47 1.424
47 O 2.031 -5.581 -2.148  N46 1.424, H69 0.963
48 C 3.126 -3.772 -0.274  C45 1.527, H60 1.090, H61 1.092, H62 1.093
49 C 0.684 -3.997 -0.129  C45 1.532, H63 1.090, H64 1.089, H65 1.089
50 C 1.960 -4.328 -4.722  C41 1.534, H66 1.097, H67 1.088, H68 1.090
51 H -0.177 -5.540 -3.449  C40 1.090
52 H -0.747 -4.155 -4.463  C40 1.088
53 H -0.826 -4.106 -2.695  C40 1.090
54 H 1.799 -1.800 -4.216  C42 1.093
55 H 0.141 -2.097 -4.255  C42 1.099
56 H -0.281 -1.778 -2.002  C43 1.096
57 H 0.818 -0.523 -2.492  C43 1.097
58 H 1.561 -1.483 -0.311  C44 1.093
59 H 2.773 -1.716 -1.525  C44 1.096
60 H 3.151 -3.255 0.685  C48 1.090
61 H 3.254 -4.841 -0.090  C48 1.092
62 H 3.970 -3.473 -0.901  C48 1.093
63 H -0.254 -4.085 -0.677  C49 1.090
64 H 0.921 -4.982 0.267  C49 1.089
65 H 0.534 -3.280 0.676  C49 1.089
66 H 1.963 -5.425 -4.716  C50 1.097
67 H 2.991 -3.984 -4.692  C50 1.088
68 H 1.466 -4.017 -5.641  C50 1.090
69 H 2.836 -5.815 -2.621  O47 0.963

Output
* E: -1197.8589 hartree
* HOMO-LUMO gap: 8.37 eV
* strongest force on any atom: 1.530 eV/A
* SMILES: CC1(C)CCCC(C)(C)N1O.CC1(C)CCCC(C)(C)N1O.O.O.O